Entry 1:
47
Properties=species:S:1:pos:R:3:forces:R:3:lowdin_charge:R:1 method="wB97M-V/def2-TZVPD" homo_lumo_gap_ha=0.309 e_above_lowest_kj_mol=1497.5 smiles="CC(C)NC(=O)NC(=O)COC(=O)CCCSc1nc2ccccc2s1" total_energy_ha=-1921.5429 homo_energy_ev=-8.5 charge=0
C 0.407481 3.978399 -0.839420 2.674 -3.623 -4.472 -0.010
C 1.758845 3.081187 -1.035080 -3.519 4.865 11.764 -0.201
C 2.919761 4.008484 -0.437585 -1.275 -6.501 3.270 -0.015
N 1.404855 2.121326 0.103337 -0.331 1.020 3.288 0.065
C 0.941199 0.929323 -0.237616 5.386 -1.457 -2.347 -0.507
O 1.209560 0.408382 -1.379087 -2.348 1.199 2.278 0.002
N 0.909929 0.002874 0.838602 -5.161 -4.631 0.549 0.188
C 0.744517 0.179354 2.149494 5.062 7.959 2.609 -0.301
O 1.193958 1.326821 2.889682 -2.655 -5.114 -4.386 -0.113
C 0.392182 -0.840614 3.075899 -0.024 -4.572 -2.124 0.062
O -0.338943 -1.924751 2.225938 -5.980 12.386 3.604 0.083
C 0.116062 -2.956400 1.992632 3.565 -11.257 -5.074 -0.729
O 1.234181 -3.292498 2.204549 3.734 -0.807 1.902 0.111
C -0.698677 -3.885098 1.072982 11.350 -11.246 10.549 0.003
C 0.365375 -4.669687 0.064788 -4.967 -1.651 6.700 -0.205
C 0.900334 -3.683685 -0.753017 2.650 -2.348 -4.707 -0.575
S 0.279885 -3.439184 -2.367397 -2.466 2.211 -0.178 0.980
C -0.810694 -2.037024 -1.968378 1.220 -1.623 -8.069 -0.754
N -1.176067 -1.546912 -0.962668 1.591 -2.474 8.783 -0.029
C -1.654452 -0.377707 -0.704460 -5.540 6.069 -4.190 -0.253
C -2.304670 0.458395 0.301872 5.289 -11.004 3.970 -0.042
C -2.918413 1.547502 0.093768 0.102 0.743 -3.219 -0.182
C -2.959019 2.064713 -1.119495 -0.829 1.014 -6.372 -0.065
C -2.560392 1.390736 -2.396410 -1.158 0.093 5.124 -0.038
C -2.012567 0.132826 -2.076701 1.053 0.952 -1.857 -0.428
S -1.429412 -0.922903 -3.436652 0.141 -0.220 3.013 0.926
H 0.286910 4.336944 0.079178 -0.230 1.390 3.709 0.032
H 0.691100 4.641486 -1.553824 -0.425 3.165 -1.930 0.039
H -0.386098 3.376640 -1.199479 -1.096 -0.369 -0.148 0.054
H 1.775983 2.551192 -1.841695 0.865 -2.700 -5.132 0.066
H 3.732740 3.298416 -0.463296 0.787 -0.174 0.624 0.077
H 2.913886 4.478193 0.572089 -0.886 -0.369 -1.032 0.110
H 3.133200 4.526731 -1.194659 1.769 5.448 -5.448 -0.016
H 1.305991 2.458810 1.317317 0.377 -1.626 -4.374 0.259
H 0.209194 -0.977557 0.548470 2.908 3.519 0.518 0.228
H -0.428894 -0.576937 3.591778 -2.336 1.427 2.388 0.107
H 1.126608 -1.406884 3.647170 0.390 0.658 -0.212 0.160
H -1.221843 -3.413100 0.616384 -11.803 9.744 -9.700 -0.076
H -1.223861 -4.579465 1.824951 0.504 0.709 -1.460 0.164
H -0.293481 -5.445509 -0.356545 0.830 0.209 -0.428 0.122
H 1.049963 -5.087943 0.849844 -0.202 0.166 -1.337 0.132
H 1.312341 -2.856877 -0.351520 1.152 2.830 1.487 0.061
H 1.725667 -4.251514 -1.195811 1.229 0.329 0.290 0.078
H -2.249924 -0.006092 1.420151 -0.011 1.266 -2.551 0.164
H -3.018584 2.103469 0.867201 -1.832 3.747 4.966 0.067
H -3.485473 2.995337 -1.116063 0.028 0.809 -0.824 0.100
H -2.870243 1.780801 -3.361219 0.415 -0.159 0.187 0.099


Entry 2:
102
Properties=species:S:1:pos:R:3:forces:R:3:lowdin_charge:R:1 method="wB97M-V/def2-TZVPD" homo_lumo_gap_ha=0.276 total_energy_ha=-14952.2318 homo_energy_ev=-7.4 charge=0
C -0.194478 -3.642479 1.107412 -0.791 -0.880 -1.800 -0.172
C -0.330626 -3.821012 -0.254655 0.568 -0.214 0.206 -0.130
C -1.207958 -3.046725 -1.234153 -0.535 -1.360 0.696 -0.176
C -1.918346 -1.785501 -0.707449 -0.244 0.252 -0.149 -0.204
C -1.234840 -0.843281 0.320148 -1.375 0.128 0.562 -0.439
O -0.100010 -0.706197 0.666874 1.028 0.269 -0.633 0.075
N -2.305724 -0.110401 0.930027 0.192 -0.979 0.075 0.044
C -3.256565 -1.194580 1.291310 0.776 -0.962 -1.029 -0.132
C -3.376807 -1.877412 -0.109532 -1.202 1.337 -1.001 -0.264
C -4.274737 -3.134595 -0.302488 -0.635 -0.120 1.090 -0.169
C -4.672777 -3.890682 1.004370 0.428 -0.386 -0.197 -0.254
O -4.244657 -5.275905 0.904342 0.089 0.439 0.468 -0.107
H 0.727918 -3.259718 1.553652 0.500 -2.095 -0.536 -0.007
H -1.009604 -3.966788 1.772488 -0.431 1.882 -0.418 0.007
H 0.307761 -4.611843 -0.706786 0.847 1.897 -0.292 0.006
H -0.537825 -2.725595 -2.060330 -0.071 -0.299 0.606 0.114
H -1.899488 -3.772590 -1.723791 0.036 0.733 0.117 0.082
H -1.977749 -1.146549 -1.614422 -0.139 -0.207 0.569 0.117
H -2.018753 0.475617 1.710275 0.243 -0.329 -0.082 0.103
H -4.176925 -0.786670 1.731699 0.291 -0.453 -0.160 0.136
H -2.726175 -1.973846 1.890679 -0.596 0.809 0.539 0.097
H -3.930295 -1.095667 -0.677133 0.413 -0.399 0.196 0.117
H -5.222270 -2.797962 -0.767817 0.576 -0.094 0.173 0.070
H -3.889648 -3.897928 -0.999706 0.105 0.439 0.482 0.073
H -5.767861 -3.899252 1.160494 0.540 -0.105 -0.201 0.119
H -4.221085 -3.497215 1.933983 -0.418 0.186 -0.952 -0.001
H -3.320215 -5.269910 1.195389 -0.249 -0.183 -0.207 0.068
C -5.025238 -1.422732 -3.843615 -0.009 -0.128 -0.093 -1.016
Cl -6.614705 -1.860439 -3.199986 -0.037 0.046 -0.028 0.533
Cl -3.747457 -2.440455 -3.158426 -0.046 0.151 -0.829 0.676
H -5.037126 -1.549280 -4.923907 0.021 -0.105 0.452 -0.070
H -4.819162 -0.388900 -3.593826 -0.039 -0.116 0.104 -0.027
C -0.919975 2.957669 0.352830 -0.362 0.161 0.043 -1.048
Cl -1.240941 4.054304 -0.996060 -0.050 -0.124 -0.043 0.545
Cl -1.814922 3.452307 1.805100 0.008 -0.130 0.074 0.570
H -1.231086 1.956271 0.072486 -0.129 0.097 0.042 -0.009
H 0.131860 2.969536 0.577772 -0.148 0.290 0.239 -0.061
C -4.431310 4.617319 3.847464 0.085 -0.035 0.009 -1.041
Cl -5.119688 6.243120 3.737956 0.073 0.028 0.018 0.531
Cl -5.683433 3.401768 4.124137 0.074 -0.059 -0.013 0.513
H -3.920984 4.388643 2.916215 -0.196 0.042 0.047 -0.060
H -3.726691 4.589970 4.672659 -0.117 0.038 0.021 0.030
C 2.808743 3.023792 -1.081178 0.141 -0.103 -0.043 -1.007
Cl 2.181398 4.673894 -1.192303 -0.154 -0.031 -0.026 0.518
Cl 1.523610 1.838413 -0.792399 0.791 -0.463 -0.446 0.618
H 3.305971 2.778149 -2.015102 -0.070 0.041 0.016 -0.023
H 3.517167 2.975095 -0.261057 -0.123 0.004 0.019 -0.014
C -3.700002 6.374321 0.329202 0.050 -0.139 0.095 -1.060
Cl -4.735092 6.295353 -1.101823 -0.006 -0.094 0.007 0.504
Cl -3.080201 8.010288 0.587927 0.028 -0.039 0.090 0.502
H -4.278631 6.076182 1.198851 -0.063 0.188 -0.114 -0.038
H -2.861556 5.699456 0.192242 -0.054 0.149 -0.096 -0.069
C 3.674034 7.819615 -2.702407 -0.146 -0.116 0.093 -1.052
Cl 2.844989 8.396582 -4.151913 -0.038 -0.043 0.028 0.512
Cl 5.361477 8.351425 -2.666742 0.065 -0.057 0.061 0.500
H 3.165540 8.211257 -1.826997 0.065 0.100 -0.083 0.029
H 3.649984 6.734884 -2.691827 0.085 0.062 -0.076 -0.065
C 1.560264 -6.725851 -2.834016 0.067 -0.143 -0.030 -0.999
Cl 1.458938 -6.857930 -1.072585 0.082 -0.156 -0.079 0.542
Cl 0.915992 -5.185393 -3.416506 0.015 -0.025 -0.118 0.533
H 2.601249 -6.803179 -3.130527 -0.036 0.103 0.078 0.025
H 0.987172 -7.533354 -3.277949 -0.066 0.092 0.074 0.026
C 5.893444 5.316863 0.972163 0.074 0.101 0.017 -0.979
Cl 5.436424 4.887959 -0.680017 0.481 0.223 0.254 0.511
Cl 5.100999 4.264432 2.153437 0.006 0.014 0.053 0.517
H 6.968924 5.215137 1.076567 -0.071 -0.110 -0.017 0.029
H 5.597719 6.343801 1.162595 -0.093 -0.088 -0.019 0.030
C 0.256992 -2.313500 5.116914 -0.044 0.152 -0.020 -0.977
Cl -0.092956 -2.846110 3.463508 0.024 0.890 2.343 0.638
Cl -0.607252 -3.295436 6.310100 0.022 0.037 0.080 0.496
H 1.322527 -2.403479 5.296211 -0.075 -0.130 -0.016 -0.040
H -0.051931 -1.278128 5.226273 -0.093 -0.089 -0.003 0.030
C 4.514525 -2.853089 5.185941 0.202 -0.090 0.108 -1.044
Cl 3.424762 -2.817210 3.793935 0.112 0.103 -0.091 0.530
Cl 4.039684 -4.104431 6.343683 -0.012 0.035 0.056 0.512
H 5.527168 -3.056594 4.833710 -0.722 -0.131 0.248 -0.099
H 4.481216 -1.886823 5.680847 -0.103 -0.063 -0.010 0.032
C 6.963715 -2.767495 2.015680 -0.033 -0.005 -0.227 -0.983
Cl 7.299804 -2.413994 3.719463 0.660 0.256 -0.356 0.574
Cl 6.080576 -4.284695 1.831254 0.061 0.018 -0.063 0.516
H 6.368194 -1.959792 1.602074 -0.053 -0.056 0.129 0.002
H 7.906508 -2.844571 1.484087 -0.008 -0.051 0.123 0.028
C 6.599527 4.859147 -4.280870 0.140 0.151 -0.079 -0.971
Cl 4.986938 4.482596 -3.663351 -0.240 0.268 -0.454 0.484
Cl 7.819472 3.777786 -3.595483 0.149 0.176 -0.087 0.495
H 6.595693 4.747244 -5.360254 -0.048 -0.118 0.076 0.033
H 6.846059 5.882485 -4.014495 -0.065 -0.080 0.128 0.012
C -4.501456 1.131597 -6.876998 0.021 0.071 -0.167 -0.974
Cl -4.038147 1.529710 -5.219791 0.074 0.156 -0.076 0.558
Cl -5.339597 -0.427469 -6.986457 -0.019 0.246 -0.390 0.566
H -5.163399 1.907188 -7.248001 -0.053 -0.085 0.103 0.028
H -3.604819 1.086354 -7.486389 -0.018 -0.098 0.094 0.028
C -4.329550 -5.703863 4.387602 0.004 -0.157 0.004 -0.986
Cl -6.066127 -5.821967 4.087892 0.015 -0.062 0.032 0.524
Cl -3.734748 -4.061480 4.107645 0.285 -0.109 0.542 0.567
H -4.132303 -5.974998 5.419776 -0.063 0.127 -0.020 0.026
H -3.810996 -6.382632 3.718171 -0.092 0.111 -0.083 0.027
C 4.807649 0.034168 -2.508195 -0.035 -0.035 -0.128 -1.003
Cl 5.087618 -0.470533 -0.836189 -0.086 -0.030 0.019 0.514
Cl 5.827085 1.412493 -2.947164 -0.134 -0.395 0.081 0.488
H 5.034981 -0.796424 -3.168643 0.077 0.034 0.087 0.028
H 3.764634 0.318337 -2.615796 0.050 0.022 0.114 0.011


Going through the records in order, we get LUMO values of -0.1; 0.1 eV.